{"formula": "C2H2NO3S", "method": "ωB97M-V with the def2-TZVPD basis set", "relative_energy_ev": 0.467, "multiplicity": 1, "homo_lumo_gap_ev": 7.5, "lumo_ev": 3.9, "homo_ev": -3.5205, "total_charge": -1, "elements": ["C", "C", "N", "O", "O", "O", "S", "H", "H"], "coordinates": [[0.21, -0.25, 0.10], [-1.18, -0.84, -1.29], [-0.06, 0.93, 0.67], [-1.95, 0.07, -1.33], [-0.90, -1.91, -1.72], [2.36, 0.10, 1.46], [1.69, -0.91, 0.52], [-0.85, 1.47, 0.36], [0.69, 1.33, 1.23]], "lowdin_charge": [-0.5269, -0.6438, 0.0049, 0.0159, 0.0336, -0.7645, 0.7431, 0.0788, 0.0589]}

---

{"formula": "H42O21", "method": "ωB97M-V with the def2-TZVPD basis set", "relative_energy_ev": 9.431, "multiplicity": 1, "homo_lumo_gap_ev": 9.7, "lumo_ev": -0.3, "homo_ev": -9.9988, "total_charge": 0, "elements": ["O", "H", "H", "O", "H", "H", "O", "H", "H", "O", "H", "H", "O", "H", "H", "O", "H", "H", "O", "H", "H", "O", "H", "H", "O", "H", "H", "O", "H", "H", "O", "H", "H", "O", "H", "H", "O", "H", "H", "O", "H", "H", "O", "H", "H", "O", "H", "H", "O", "H", "H", "O", "H", "H", "O", "H", "H", "O", "H", "H", "O", "H", "H"], "coordinates": [[1.41, -2.75, 0.08], [1.74, -2.63, 0.99], [2.04, -2.04, -0.22], [0.47, 0.10, -2.45], [0.76, -0.28, -1.58], [-0.46, 0.42, -2.30], [-2.21, -4.16, 1.67], [-1.96, -3.54, 2.34], [-1.59, -4.90, 1.74], [-4.21, 0.25, 3.22], [-4.55, -0.32, 2.48], [-3.33, 0.66, 3.15], [-3.06, -1.24, 1.64], [-3.40, -2.10, 1.55], [-2.36, -1.09, 1.05], [-3.35, 3.26, -2.86], [-2.72, 3.29, -2.15], [-3.60, 2.37, -3.17], [1.94, -2.11, -3.46], [1.52, -2.66, -2.82], [1.41, -1.34, -3.45], [-0.73, 2.24, 4.02], [-0.82, 3.06, 3.59], [0.01, 2.22, 4.66], [2.12, -0.66, 1.99], [2.78, -0.62, 1.31], [2.11, 0.36, 2.16], [1.69, 1.84, 3.75], [1.24, 2.66, 3.38], [1.00, 1.30, 3.35], [2.99, 0.53, -1.48], [2.20, 1.23, -1.76], [2.96, 0.17, -2.39], [4.50, -1.32, 0.05], [4.86, -1.34, -0.81], [5.08, -1.21, 0.69], [-1.47, 0.72, 0.44], [-1.35, -0.14, 0.02], [-1.39, 0.59, 1.40], [-1.46, 1.20, -3.95], [-1.69, 2.08, -4.34], [-1.22, 0.63, -4.69], [1.69, 2.27, 1.04], [1.37, 2.82, 0.14], [2.48, 1.88, 0.73], [-2.41, -3.59, -2.14], [-2.13, -4.31, -1.60], [-2.16, -4.07, -2.96], [-1.93, 3.54, 1.34], [-1.15, 3.03, 1.16], [-2.63, 3.09, 1.79], [1.40, 2.86, -2.07], [1.66, 3.75, -2.17], [1.63, 2.40, -2.95], [-0.98, -1.66, -0.42], [-0.95, -1.70, -1.32], [0.01, -1.65, -0.24], [0.86, -2.25, 4.01], [1.57, -1.92, 4.54], [0.12, -1.75, 4.27], [2.22, 1.02, -4.09], [3.08, 0.67, -4.24], [1.62, 0.33, -4.32]], "lowdin_charge": [-0.0657, 0.0470, 0.0471, -0.1053, 0.0609, 0.0677, -0.0447, 0.0120, 0.0507, -0.1133, 0.0457, 0.0106, -0.0224, 0.0198, -0.0229, -0.0590, 0.0220, 0.0452, -0.0192, 0.0192, -0.0353, -0.0501, 0.0000, 0.0511, -0.0765, -0.0219, 0.0570, -0.1059, 0.0666, 0.0091, -0.1374, 0.0683, -0.0065, 0.0399, 0.0442, -0.0370, -0.0655, -0.0407, 0.0402, -0.0633, 0.0718, 0.0494, -0.0953, 0.1372, -0.0169, -0.0430, 0.0107, 0.0624, -0.0364, -0.0067, 0.0311, -0.0699, 0.0266, 0.0666, -0.0347, -0.0123, 0.0566, -0.0312, 0.0362, 0.0010, -0.0266, 0.0598, 0.0319]}

---

{"formula": "C4H10O", "method": "ωB97M-V with the def2-TZVPD basis set", "relative_energy_ev": 0.601, "multiplicity": 1, "homo_lumo_gap_ev": 10.8, "smiles": "COC(C)C", "lumo_ev": 1.2, "homo_ev": -9.6653, "total_charge": 0, "elements": ["C", "O", "C", "C", "C", "H", "H", "H", "H", "H", "H", "H", "H", "H", "H"], "coordinates": [[1.88, -0.42, -0.70], [0.94, -0.50, 0.34], [-0.20, 0.34, 0.18], [-1.18, -0.28, -0.80], [-0.81, 0.51, 1.56], [2.33, -1.41, -0.82], [2.68, 0.30, -0.47], [1.43, -0.13, -1.66], [0.13, 1.33, -0.20], [-1.57, -1.22, -0.40], [-0.71, -0.50, -1.77], [-2.03, 0.39, -0.99], [-1.78, 1.01, 1.50], [-0.15, 1.09, 2.22], [-0.96, -0.48, 2.01]], "lowdin_charge": [-0.1146, -0.1774, -0.4819, -0.0542, -0.0525, 0.0891, 0.0878, 0.0797, 0.1413, 0.0870, 0.0683, 0.0817, 0.0805, 0.0794, 0.0857]}

---

{"formula": "C16H25BNO5P2", "method": "ωB97M-V with the def2-TZVPD basis set", "relative_energy_ev": 0.000, "multiplicity": 1, "homo_lumo_gap_ev": 6.7, "lumo_ev": 2.7, "homo_ev": -4.0674, "total_charge": -1, "elements": ["C", "C", "P", "P", "C", "C", "C", "C", "O", "C", "C", "O", "C", "N", "B", "O", "O", "C", "O", "H", "H", "H", "H", "H", "H", "H", "H", "H", "H", "H", "H", "H", "H", "H", "H", "H", "H", "H", "C", "C", "C", "C", "C", "C", "H", "H", "H", "H", "H", "H"], "coordinates": [[-0.77, -1.56, 4.25], [-0.89, -1.75, 3.06], [-1.00, -2.15, 1.22], [-0.38, -0.06, 0.66], [-1.58, 1.12, 1.43], [-0.99, 2.53, 1.48], [1.23, 0.36, 1.46], [2.31, -0.70, 1.28], [-1.22, -2.72, -0.43], [-2.52, -3.18, -0.54], [-3.39, -2.06, 0.04], [-4.67, -2.60, 0.60], [-5.17, -1.90, 1.57], [-5.71, -1.34, 2.41], [-3.76, -0.99, -1.12], [-4.81, -0.12, -0.90], [-3.15, -0.98, -2.34], [-2.10, -0.03, -2.55], [-2.67, -1.55, 1.10], [-0.74, -1.72, 5.30], [-1.45, -3.44, 1.65], [0.36, -2.57, 1.19], [-2.49, 1.16, 0.83], [-1.82, 0.79, 2.44], [-0.57, 2.78, 0.51], [-1.77, 3.25, 1.73], [-0.20, 2.60, 2.22], [1.57, 1.27, 0.97], [1.14, 0.61, 2.52], [2.07, -1.59, 1.84], [3.24, -0.31, 1.70], [2.50, -0.94, 0.23], [-2.73, -3.42, -1.58], [-2.72, -4.12, -0.01], [-4.60, 0.55, -0.23], [-1.95, 0.05, -3.63], [-2.36, 0.94, -2.13], [-1.17, -0.38, -2.11], [5.69, 2.79, -2.48], [5.79, 1.40, -2.45], [4.68, 0.63, -2.15], [3.47, 1.24, -1.87], [3.36, 2.62, -1.90], [4.48, 3.40, -2.20], [6.56, 3.39, -2.71], [6.74, 0.93, -2.67], [4.76, -0.45, -2.12], [2.60, 0.64, -1.64], [2.41, 3.10, -1.69], [4.39, 4.48, -2.22]], "lowdin_charge": [-0.0015, -0.2826, 0.4166, 0.8940, -0.4512, -0.1838, -0.4866, -0.1933, -0.3374, -0.2382, -0.3715, 0.0662, -0.3772, 0.1458, -0.5557, 0.1688, 0.0361, -0.0689, -0.2628, -0.0087, 0.0335, -0.0092, 0.0451, 0.0631, 0.0507, 0.0580, 0.0520, 0.0436, 0.0660, 0.0392, 0.0618, 0.0487, 0.1235, 0.1138, 0.1035, 0.0829, 0.0863, 0.0392, -0.1099, -0.1059, -0.0924, -0.0882, -0.0906, -0.1042, 0.0942, 0.0952, 0.1012, 0.0940, 0.1007, 0.0958]}